17
Properties=species:S:1:pos:R:3:mulliken_charge:R:1 method="wB97M-V/def2-TZVPD" mol_weight_da=102.1 smiles="C=CCO.CC=O" relative_energy_kcal_mol=52.1
C -2.58332 1.01102 0.08808 -0.672
C -2.03968 0.06567 0.84742 -0.106
C -1.13585 -1.03419 0.34397 -0.355
O -0.62207 -0.83099 -0.95692 -0.550
H -2.34091 1.09945 -0.96951 0.252
H -3.31700 1.70148 0.49685 0.256
H -2.32813 -0.04642 1.89398 0.297
H -1.69889 -1.96820 0.29907 0.335
H -0.30826 -1.18741 1.06529 0.229
H -0.18611 0.04115 -0.98392 0.321
C 2.57087 -0.45113 -0.40515 -0.968
C 2.06229 0.95383 -0.17051 0.224
O 0.99809 1.37275 -0.57700 -0.532
H 3.45833 -0.37726 -1.04752 0.336
H 1.81350 -1.09454 -0.86640 0.291
H 2.91347 -0.87968 0.54504 0.283
H 2.74365 1.62448 0.39723 0.361